(1)
{"formula": "C42H33F10IrN6O3S3", "method": "ωB97M-V/def2-TZVPD", "species": ["Ir", "C", "N", "C", "C", "N", "C", "C", "F", "C", "F", "C", "F", "C", "F", "C", "F", "C", "C", "N", "C", "C", "F", "C", "F", "C", "F", "C", "F", "C", "F", "H", "H", "H", "H", "H", "H", "H", "H", "H", "H", "H", "S", "C", "N", "C", "C", "N", "C", "C", "C", "C", "C", "C", "C", "C", "S", "C", "C", "C", "C", "C", "C", "C", "H", "H", "H", "H", "H", "H", "H", "H", "H", "H", "H", "H", "H", "H", "H", "H", "H", "H", "O", "S", "O", "N", "C", "O", "C", "C", "C", "C", "C", "C", "H", "H", "H", "H"], "coordinates": [[0.505898, -0.815451, -1.796942], [-0.390764, -3.579969, -3.176755], [0.806151, -2.740181, -2.945499], [1.274836, -2.184453, -4.235412], [0.460798, -0.984037, -4.659137], [-0.264265, -0.403738, -3.490157], [-1.536487, 0.143362, -3.846140], [-1.610966, 1.062954, -4.878329], [-0.529768, 1.472192, -5.498049], [-2.844886, 1.482621, -5.396244], [-2.870196, 2.308891, -6.450970], [-4.032602, 1.045598, -4.807082], [-5.212187, 1.397479, -5.316451], [-3.938420, 0.082339, -3.803852], [-5.064090, -0.481927, -3.351983], [-2.714396, -0.380225, -3.356664], [-2.695733, -1.398292, -2.511251], [1.885044, -3.484710, -2.275287], [1.492374, -3.927884, -0.878637], [0.551202, -2.971216, -0.243426], [0.247881, -3.162471, 1.046625], [-0.621376, -2.193874, 1.625188], [-1.075845, -1.161788, 0.913000], [-1.034675, -2.330577, 2.931611], [-1.834240, -1.417223, 3.490784], [-0.557988, -3.346527, 3.768689], [-0.999282, -3.435843, 5.016864], [0.396215, -4.240399, 3.252539], [0.910276, -5.208118, 4.024947], [0.727657, -4.208550, 1.924394], [1.515491, -5.168727, 1.463685], [-0.184162, -4.362918, -3.926841], [-1.154859, -2.907393, -3.543763], [-0.691885, -4.013839, -2.228361], [1.213279, -2.959048, -4.985159], [2.322076, -1.914169, -4.135722], [-0.311548, -1.264400, -5.414391], [1.188745, -0.251688, -5.070366], [2.777335, -2.859637, -2.219207], [2.226564, -4.389489, -2.823529], [2.409041, -4.110665, -0.283656], [1.073884, -4.930477, -0.877314], [0.107361, 1.398037, -1.122318], [-0.573377, 1.540177, 0.534873], [-1.877780, 1.336829, 0.763517], [-2.438848, 1.479268, 2.111731], [-1.644961, 2.459604, 2.943144], [-0.219551, 2.365999, 2.736211], [0.619993, 3.044921, 3.698961], [0.713536, 2.312559, 5.041373], [0.768102, 0.930976, 5.131444], [0.730814, 0.297120, 6.352674], [0.678410, 1.082235, 7.502923], [0.679145, 2.466490, 7.461385], [0.659257, 3.062968, 6.209600], [0.277800, 2.007352, 1.539500], [1.866157, 2.273224, 0.933764], [-2.748909, 0.859301, -0.294555], [-3.638187, 1.939557, -0.806436], [-3.140205, 3.074775, -1.459730], [-3.997219, 4.047104, -1.926205], [-5.389867, 3.916433, -1.731229], [-5.866707, 2.812601, -1.042457], [-4.980665, 1.841415, -0.537913], [-2.394690, 0.472754, 2.587192], [-3.514363, 1.723701, 2.025525], [-1.825816, 2.327517, 3.994120], [-1.996441, 3.478728, 2.718623], [0.217971, 4.061306, 3.814100], [1.586985, 3.151973, 3.218278], [0.832517, 0.363553, 4.215683], [0.766553, -0.798727, 6.397190], [0.728080, 0.587545, 8.448503], [0.628133, 3.079061, 8.332520], [0.639767, 4.135757, 6.137942], [-3.315226, -0.009774, 0.022426], [-2.076370, 0.527338, -1.085035], [-2.094261, 3.223400, -1.565851], [-3.637551, 4.916093, -2.423445], [-6.049621, 4.680207, -2.047696], [-6.918687, 2.682036, -0.851866], [-5.370405, 0.954738, -0.039523], [4.176711, -0.724431, -3.551641], [3.873073, 0.240155, -2.516320], [3.624073, 1.576649, -2.907936], [2.679760, -0.396253, -1.580432], [3.024074, -0.670080, -0.307308], [2.194573, -1.032882, 0.524474], [4.495889, -0.388789, -0.091360], [5.198174, -0.615065, 1.073216], [6.548916, -0.331448, 1.094422], [7.155443, 0.190387, -0.043816], [6.432519, 0.473817, -1.223513], [5.093356, 0.191364, -1.201254], [4.651625, -0.989235, 1.927941], [7.145811, -0.610544, 1.969991], [8.219481, 0.282681, -0.013422], [6.881521, 0.891992, -2.123731]], "atomic_forces_ev_per_a": [[-0.3974, -0.7213, -0.0285], [0.3688, 0.3476, 0.1281], [0.6801, 0.4413, 0.2424], [0.4223, -0.3697, 0.3746], [-0.5067, 0.4154, -0.2578], [-0.0573, -0.0248, -0.8547], [1.4271, -0.3156, 0.2154], [-1.6118, 0.1971, -0.4941], [0.7928, 0.4018, -0.1334], [0.0702, 0.2891, 0.2453], [-0.0260, -0.3561, 0.5614], [0.5767, -0.3195, -0.4651], [0.4314, -0.0627, 0.3766], [-0.7168, 0.0234, -0.1399], [0.2343, 0.1262, 0.0822], [-0.6432, 0.6030, -0.3729], [0.0328, -0.4483, 0.6524], [0.6510, -0.5405, -0.0126], [-0.0504, 0.1549, 0.6679], [0.8841, -0.8204, -0.0239], [0.1419, 0.1053, -0.5070], [-0.1185, -0.5238, 0.6550], [0.2117, -0.6726, 0.1997], [0.1144, 0.3347, 0.4726], [-0.1288, -0.1078, -0.1369], [0.3693, -0.0999, -0.4036], [0.3345, 0.0421, -0.4855], [-0.4086, -0.5299, 0.7208], [-0.3694, 0.5070, -0.2528], [-0.3183, 0.9153, -0.4729], [0.0913, -0.0593, 0.0721], [0.0288, 0.2310, 0.3330], [-0.3476, -0.1806, -0.0568], [-0.2362, -0.0637, -0.0822], [0.0232, -0.2955, -0.4096], [0.0498, 0.0556, 0.1781], [0.6842, 0.3357, 0.3382], [-0.7523, -0.2550, 0.0346], [-0.2638, 0.2786, -0.1009], [-0.4974, 0.4036, -0.0819], [-0.3237, 0.6320, -0.2257], [-0.5568, -0.1025, -0.2021], [0.4722, 0.1465, 1.2996], [-0.4448, -0.3542, -0.7560], [-0.2790, 0.2359, 0.2358], [0.0342, -1.4802, 0.0397], [-0.6151, 0.8664, -0.4457], [0.5895, -0.4512, -0.2864], [0.0921, -0.1009, 0.3641], [-0.4163, 0.7568, -0.1269], [-0.0696, 0.0335, -0.6957], [0.1111, 0.0056, 0.2519], [0.3892, -0.4010, 0.2725], [-0.2776, -0.5347, -1.1543], [0.2080, 0.1044, -0.0877], [-0.0746, 0.3851, -0.7151], [-0.0690, -0.0976, 0.0858], [0.6637, 0.1013, -0.3969], [-0.0806, 0.3143, 0.3212], [-0.5778, -0.1344, 0.1057], [-1.2379, -0.4592, 0.3901], [1.2053, -0.9295, 0.5667], [0.3304, -0.2174, 0.3439], [-0.9714, 0.2340, -0.8884], [-0.0466, 0.6165, -0.2789], [0.6374, 0.2604, 0.0560], [-0.2072, -0.3357, 0.5068], [0.2581, -0.0021, -0.1164], [0.1353, -0.1505, 0.2878], [0.3256, 0.0267, 0.1497], [-0.0331, -0.2208, -0.1704], [-0.0251, 0.5486, 0.1492], [-0.1832, -0.2218, 0.5313], [0.0801, 0.1243, 0.5589], [-0.1033, 0.3386, -0.0311], [-0.1423, -0.0983, 0.3019], [-0.1940, -0.1002, 0.0286], [0.8343, -0.0786, -0.1996], [0.3959, 0.4977, -0.2932], [-0.5653, 0.5706, -0.4119], [-0.2195, 0.1190, -0.0375], [0.0203, 0.2174, 0.0048], [-0.0338, 0.3047, 0.2656], [0.8612, -1.4225, 0.3408], [-0.5006, 1.0032, -0.2510], [-0.4620, -0.0585, -0.1284], [0.8110, 0.8604, -0.3059], [0.0782, -0.2544, -0.0451], [-0.7511, 0.1210, 0.2807], [-0.6477, 0.0280, 0.0660], [0.3496, -0.2834, -0.0306], [-0.3464, -0.1903, -0.4289], [0.5704, 0.1880, 0.3578], [-0.7417, -0.8364, -0.0970], [0.1471, -0.1602, 0.0964], [-0.1918, 0.3580, -0.3763], [0.4820, 0.3777, -0.1965], [0.1365, -0.1418, 0.3431]], "multiplicity": 6, "gap_ev": [6.99, 6.50], "e_homo_ev": [-9.709, -11.223], "e_lumo_ha": [-0.1001, -0.1737], "charge": 1}

(2)
{"formula": "C42H33F11N7O6RbS2", "method": "ωB97M-V/def2-TZVPD", "species": ["Rb", "C", "C", "N", "C", "C", "C", "C", "C", "C", "C", "C", "C", "N", "C", "H", "H", "H", "H", "H", "H", "H", "H", "F", "C", "F", "F", "S", "O", "O", "N", "S", "O", "O", "C", "F", "F", "F", "C", "C", "C", "C", "C", "C", "N", "C", "C", "C", "C", "C", "C", "C", "O", "O", "C", "C", "H", "H", "H", "H", "H", "H", "H", "H", "H", "H", "H", "H", "H", "H", "N", "C", "C", "C", "C", "C", "C", "C", "H", "H", "H", "H", "H", "C", "N", "C", "C", "N", "C", "H", "H", "H", "H", "H", "H", "F", "C", "F", "C", "F", "F", "F"], "coordinates": [[0.122132, -1.417713, -0.368222], [-4.599359, -1.766312, 1.863328], [-3.287858, -1.499143, 1.439637], [-2.492157, -2.405807, 0.927451], [-2.952723, -3.663085, 0.796478], [-4.246000, -4.041750, 1.206119], [-5.074971, -3.043792, 1.747650], [-4.674570, -5.401623, 1.070090], [-3.848263, -6.337420, 0.554916], [-2.528929, -5.992988, 0.118696], [-1.639386, -6.945450, -0.418476], [-0.392884, -6.550221, -0.812681], [-0.043346, -5.191718, -0.688224], [-0.854770, -4.281934, -0.202379], [-2.074669, -4.665805, 0.219182], [-5.209144, -0.966847, 2.261873], [-2.884040, -0.495395, 1.522811], [-6.080787, -3.300801, 2.061652], [-5.675698, -5.661425, 1.396404], [-4.168212, -7.369695, 0.460121], [-1.954258, -7.980708, -0.497484], [0.333976, -7.251982, -1.198218], [0.937698, -4.855737, -0.993959], [-4.180240, 2.753792, -1.002589], [-2.967024, 2.202092, -1.021595], [-2.155109, 2.990782, -1.715974], [-2.526138, 2.134450, 0.237720], [-3.023910, 0.483653, -1.730495], [-1.936084, -0.188994, -1.083395], [-4.360421, 0.032768, -1.466593], [-2.669695, 0.625224, -3.251624], [-3.666263, 1.110321, -4.359866], [-2.984687, 1.076593, -5.621044], [-4.455977, 2.261923, -4.028968], [-4.948961, -0.247713, -4.531314], [-5.304814, -0.349953, -5.827374], [-6.055381, 0.003807, -3.839909], [-4.476215, -1.439563, -4.153987], [4.876274, 8.427054, -1.074664], [4.320251, 7.534065, 0.005349], [4.671181, 7.772645, 1.333081], [4.186106, 6.946739, 2.334458], [3.355841, 5.883781, 2.029625], [2.976297, 5.634480, 0.703224], [2.198416, 4.560041, 0.326464], [1.440599, 3.726538, 1.139396], [0.751439, 4.194841, 2.263388], [-0.027536, 3.338172, 3.023828], [-0.134448, 1.998811, 2.680887], [0.532387, 1.540031, 1.554453], [1.308789, 2.372798, 0.759279], [1.984085, 1.795638, -0.503381], [2.536116, 2.618822, -1.284530], [1.915858, 0.565141, -0.654449], [3.465461, 6.481742, -0.317506], [3.072466, 6.206823, -1.744508], [5.592230, 9.133951, -0.654837], [4.087434, 9.000427, -1.568468], [5.382838, 7.847840, -1.849811], [5.334790, 8.595995, 1.573158], [4.476865, 7.116391, 3.365220], [3.024755, 5.214184, 2.810720], [2.475648, 4.013683, -0.522413], [0.805676, 5.245349, 2.517654], [-0.561753, 3.727639, 3.883474], [-0.747369, 1.320077, 3.261672], [0.448610, 0.499944, 1.278650], [2.099408, 5.718848, -1.788948], [3.781828, 5.531867, -2.233406], [3.025843, 7.123889, -2.331862], [-0.585780, -1.556085, 3.429727], [0.410684, -1.105994, 3.785988], [1.730044, -0.642949, 4.107707], [1.936139, 0.440316, 4.958642], [3.229407, 0.865588, 5.208114], [4.303040, 0.215945, 4.609664], [4.089059, -0.859694, 3.759747], [2.800245, -1.294461, 3.501174], [1.088753, 0.947397, 5.399358], [3.400950, 1.713752, 5.858481], [5.312577, 0.559341, 4.799950], [4.920888, -1.361979, 3.284022], [2.614514, -2.124265, 2.836138], [-2.835417, -4.042171, -5.594571], [-1.870627, -3.276488, -4.838988], [-1.226415, -2.131744, -5.248134], [-0.461878, -1.737234, -4.190190], [-0.626055, -2.607945, -3.142979], [-1.472344, -3.512718, -3.563463], [-3.010905, -3.544775, -6.545410], [-3.783003, -4.098147, -5.059990], [-2.468505, -5.051237, -5.787038], [-1.415731, -1.682116, -6.207846], [0.154124, -0.856795, -4.104786], [-1.841449, -4.347474, -2.984273], [1.496663, -4.696852, 2.575623], [2.207511, -4.850367, 1.360251], [2.087512, -3.533501, 0.782896], [3.652528, -4.928000, 1.797886], [4.144167, -3.947559, 2.624603], [4.481244, -4.922124, 0.731541], [3.880813, -6.079735, 2.471203]], "atomic_forces_ev_per_a": [[0.7673, -1.0393, 0.1470], [-0.0244, -0.0150, 0.0057], [0.0057, -0.0179, -0.0033], [-0.0593, -0.0257, -0.0610], [-0.1195, -0.0040, 0.0769], [0.0959, 0.0964, -0.0117], [0.0335, 0.0245, -0.0060], [-0.0044, -0.1110, -0.0443], [-0.0926, 0.0273, 0.0375], [0.0846, 0.0605, -0.0312], [0.0025, 0.0510, -0.0014], [-0.0121, -0.0056, 0.0012], [0.0004, 0.0061, 0.0321], [-0.0241, -0.0574, -0.0192], [0.0262, -0.1012, -0.0016], [-0.0008, -0.0017, -0.0015], [-0.0028, -0.0069, -0.0055], [-0.0013, 0.0044, 0.0029], [0.0066, -0.0077, -0.0020], [-0.0046, 0.0095, 0.0045], [0.0013, 0.0003, 0.0010], [-0.0046, 0.0005, 0.0045], [-0.0011, 0.0102, -0.0012], [-0.0528, 0.0268, -0.0196], [0.0182, 0.0237, -0.0095], [0.0893, 0.0187, 0.0125], [-0.0175, 0.0233, 0.0594], [-0.1945, -0.0431, -0.2151], [-0.6149, 0.5910, -0.1842], [-0.1345, -0.0334, 0.1194], [0.0618, 0.0169, -0.0142], [-0.1147, -0.0797, -0.1673], [-0.0075, -0.0288, -0.0221], [0.0046, 0.0825, 0.0812], [0.0487, -0.0267, -0.0945], [0.0058, 0.0073, 0.0392], [-0.0147, 0.0231, 0.0514], [0.0546, -0.0411, -0.0320], [-0.0095, -0.0173, -0.0106], [-0.0049, 0.0377, 0.0620], [0.0061, 0.0008, -0.0223], [0.0022, 0.0006, 0.0024], [-0.0490, -0.0015, -0.0224], [0.1141, 0.0561, 0.1012], [-0.0753, 0.0069, -0.0262], [0.0454, -0.0486, 0.0277], [-0.0085, -0.0017, 0.0038], [0.0226, 0.0094, -0.0097], [-0.0657, 0.0393, -0.0297], [-0.0286, 0.1288, 0.0254], [0.0965, -0.0340, -0.0191], [-0.0091, 0.1452, 0.0435], [0.0019, -0.0942, 0.0103], [0.0327, 0.0422, 0.0485], [-0.0320, -0.0600, -0.0208], [0.0143, 0.0054, 0.0025], [0.0023, 0.0051, 0.0025], [0.0020, -0.0016, -0.0052], [-0.0011, 0.0096, 0.0010], [-0.0029, -0.0020, -0.0029], [-0.0043, 0.0001, -0.0034], [-0.0031, 0.0050, -0.0056], [-0.0289, 0.0408, -0.0195], [0.0037, 0.0017, 0.0043], [-0.0073, 0.0035, -0.0011], [0.0081, 0.0254, -0.0047], [0.0819, 0.1412, 0.0657], [0.0068, 0.0244, -0.0085], [-0.0226, -0.0104, 0.0075], [0.0191, 0.0042, -0.0040], [-0.1740, 0.1929, 0.2154], [0.0089, -0.2389, -0.2173], [0.1024, 0.0608, 0.0061], [0.0181, -0.0362, 0.0084], [-0.0108, -0.0078, -0.0015], [-0.0063, -0.0053, -0.0111], [0.0646, 0.0228, 0.0072], [-0.0145, 0.0393, 0.0333], [0.0025, 0.0098, -0.0079], [-0.0051, 0.0031, -0.0043], [-0.0069, 0.0052, -0.0028], [-0.0197, -0.0062, 0.0060], [0.0005, -0.0707, -0.0625], [-0.0048, 0.0182, 0.0144], [-0.0284, 0.0293, 0.0082], [-0.0047, 0.0357, 0.0398], [-0.1105, -0.0059, -0.0470], [0.1885, 0.0055, 0.0789], [-0.0300, 0.0541, 0.0149], [0.0051, 0.0112, -0.0034], [-0.0064, 0.0014, 0.0137], [-0.0026, -0.0063, -0.0059], [-0.0019, -0.0086, 0.0116], [0.0008, -0.0301, -0.0047], [0.0156, 0.0110, -0.0215], [0.1332, 0.0443, 0.0185], [-0.2757, -0.1072, -0.1280], [0.2448, -0.0331, 0.1785], [0.0366, 0.0266, -0.0615], [-0.0473, 0.1398, 0.0603], [0.0275, -0.0228, -0.0523], [-0.0105, -0.0517, -0.0041]], "gap_ev": 5.92, "e_homo_ev": -2.364, "e_lumo_ha": 0.1307, "charge": -2}